# 1
DFT (wB97M-V/def2-TZVPD) results for a cluster of 6 separate species, C28H45NO9S in total.

Computed properties:
**HOMO level**: -8.7 eV
**Maximum force**: 4.8 eV/Å
**Charge**: 0

Last column: Mulliken charge in e.
Positions of all 84 atoms, in Å:
1 C 1.539 -2.295 -1.310  -0.92
2 C 0.969 -0.909 -1.909  0.44
3 O 0.525 -0.849 -3.072  -0.56
4 N 1.045 0.258 -0.961  0.89
5 C 2.169 1.080 -1.462  0.07
6 C 2.306 1.723 -2.912  -1.01
7 O 3.128 1.273 -0.666  -0.54
8 C -0.220 0.981 -0.877  0.68
9 C -0.416 2.375 -0.911  -0.41
10 C -1.866 3.046 -0.794  -0.24
11 O -1.968 4.220 -0.379  -0.50
12 C -3.103 2.133 -1.177  -0.84
13 C -2.957 0.709 -1.117  0.60
14 C -4.243 -0.157 -1.465  -0.90
15 C -4.080 -1.127 -2.737  -0.49
16 C -4.316 -2.644 -2.198  -0.37
17 S -3.245 -3.859 -3.168  -0.22
18 C -1.546 0.092 -0.669  0.64
19 O -1.554 -1.040 -0.142  -0.57
20 H 1.758 -2.172 -0.183  0.03
21 H 2.529 -2.608 -1.799  0.38
22 H 0.722 -3.100 -1.365  0.39
23 H 1.396 1.605 -3.581  0.29
24 H 2.447 2.857 -2.746  0.35
25 H 3.284 1.352 -3.363  0.33
26 H 0.464 3.081 -1.017  0.37
27 H -4.114 2.582 -1.480  0.27
28 H -4.540 -0.748 -0.527  0.39
29 H -5.110 0.567 -1.690  0.33
30 H -4.954 -0.894 -3.448  0.27
31 H -3.082 -1.001 -3.273  0.36
32 H -5.424 -2.950 -2.274  0.21
33 H -3.958 -2.759 -1.108  0.25
34 H -2.201 -3.050 -3.602  0.08
35 C -8.561 -5.039 -1.899  -1.12
36 C -7.461 -5.270 -0.897  0.85
37 C -7.866 -5.590 0.517  -1.12
38 O -6.289 -5.200 -1.218  -0.53
39 H -8.122 -4.818 -2.874  0.29
40 H -9.178 -5.936 -1.987  0.37
41 H -9.173 -4.188 -1.589  0.31
42 H -8.452 -6.512 0.536  0.34
43 H -8.447 -4.765 0.933  0.33
44 H -6.972 -5.732 1.127  0.29
45 C 5.561 -1.947 -0.374  -0.77
46 C 5.126 -3.368 -0.613  0.74
47 C 5.886 -4.455 0.098  -1.21
48 O 4.193 -3.629 -1.353  -0.59
49 H 4.924 -1.271 -0.949  0.08
50 H 5.463 -1.702 0.686  0.28
51 H 6.595 -1.815 -0.699  0.45
52 H 5.804 -4.321 1.178  0.31
53 H 6.935 -4.435 -0.207  0.34
54 H 5.464 -5.426 -0.168  0.32
55 C 0.447 -0.665 2.318  -0.39
56 C 1.551 -0.915 3.311  0.60
57 C 1.149 -1.230 4.728  -1.22
58 O 2.722 -0.864 2.983  -0.53
59 H 0.883 -0.451 1.340  -0.20
60 H -0.184 -1.552 2.233  0.34
61 H -0.149 0.195 2.632  0.43
62 H 0.549 -2.142 4.750  0.32
63 H 0.585 -0.395 5.149  0.33
64 H 2.046 -1.386 5.332  0.31
65 C -1.504 6.628 1.408  -0.88
66 C -1.019 7.751 2.285  0.74
67 C -1.503 9.141 1.964  -1.06
68 O -0.265 7.546 3.217  -0.56
69 H -1.075 5.686 1.755  0.26
70 H -2.592 6.558 1.461  0.32
71 H -1.186 6.797 0.377  0.29
72 H -2.592 9.182 2.042  0.31
73 H -1.186 9.422 0.957  0.30
74 H -1.074 9.848 2.677  0.30
75 C 6.254 2.123 0.459  -0.68
76 C 7.350 1.873 1.459  0.75
77 C 6.939 1.563 2.874  -1.02
78 O 8.523 1.920 1.137  -0.58
79 H 6.696 2.334 -0.518  0.31
80 H 5.620 1.238 0.373  0.01
81 H 5.659 2.985 0.767  0.35
82 H 6.336 0.653 2.895  0.24
83 H 6.374 2.401 3.289  0.32
84 H 7.831 1.406 3.484  0.31

---

# 2
DFT (wB97M-V/def2-TZVPD) results for a structure of composition C2H8O2Rb.

Computed properties:
**ΔE to the lowest compared entry with this formula, charge and spin**: 0.0 kJ/mol
**HOMO level**: -14.3 eV
**Maximum force**: 1.4 eV/Å
**Charge**: +1

Last column: Mulliken charge in e.
Positions of all 13 atoms, in Å:
1 Rb -1.488 -0.222 2.073  0.96
2 O 0.396 -2.330 2.818  -0.58
3 H -0.074 -3.174 2.790  0.32
4 H 1.326 -2.573 2.910  0.30
5 C 0.242 1.819 -1.014  -0.81
6 C -0.429 0.540 -1.565  -0.37
7 O -0.402 -0.483 -0.545  -0.51
8 H 0.540 2.509 -1.800  0.34
9 H 1.168 1.562 -0.495  0.29
10 H -0.458 2.202 -0.271  0.17
11 H 0.076 0.149 -2.456  0.26
12 H -1.425 0.716 -1.970  0.33
13 H 0.530 -0.717 -0.475  0.30

---

# 3
DFT (wB97M-V/def2-TZVPD) results for a cluster of 2 separate species, C2H7N3O in total.

Computed properties:
**ΔE to the lowest compared entry with this formula, charge and spin**: 225.3 kJ/mol
**HOMO level**: -8.9 eV
**Maximum force**: 4.7 eV/Å
**Charge**: 0

Last column: Mulliken charge in e.
Positions of all 13 atoms, in Å:
1 H -0.191 0.653 -1.673  0.28
2 N -0.019 1.344 -0.944  -0.47
3 C -0.744 1.121 0.128  -0.20
4 N -1.882 0.320 0.139  -0.48
5 H -0.786 1.955 0.826  0.34
6 H -2.629 0.585 0.761  0.23
7 H -1.691 -0.677 0.180  0.28
8 N 1.679 -0.772 -0.544  -0.41
9 C 0.840 -0.718 0.613  0.22
10 O 0.053 -1.627 0.840  -0.61
11 H 1.409 -1.466 -1.230  0.21
12 H 2.681 -0.686 -0.449  0.21
13 H 1.280 -0.031 1.354  0.41

---

Question: The highest HOMO level belongs to which entry?
Answer: C28H45NO9S

---

Question: Number 2 is which compound?
Answer: C2H8O2Rb

---

Question: The lowest HOMO level belongs to which entry?
Answer: C2H8O2Rb